The following is a DFT calculation (ωB97M-V/def2-TZVPD) of a molecular structure, C24H43BGaN10O3.

Structure (XYZ):
```
82
Properties=species:S:1:pos:R:3:forces:R:3
C 6.43394 -2.76307 5.99054 0.091 0.120 -0.040
C 5.67246 -1.58958 5.36673 0.030 0.030 -0.161
C 5.56565 -0.40589 6.35210 0.191 -0.071 0.029
C 4.29582 -2.02321 4.84406 0.116 -0.054 0.008
Ga 3.04121 -2.81294 6.22215 -0.003 -0.363 -0.008
O 1.26863 -2.57496 5.49042 0.124 0.082 0.187
B 0.76859 -1.35339 5.44866 -0.018 -0.002 -0.054
O -0.44235 -1.09417 4.76828 0.218 0.248 -0.280
O 1.35633 -0.19862 6.01413 -0.431 0.000 0.216
H 6.69674 -3.50449 5.22929 -0.102 -0.017 0.074
H 5.83175 -3.25823 6.75855 0.049 0.036 -0.025
H 7.36778 -2.41605 6.45012 -0.058 -0.061 -0.005
H 6.28652 -1.25361 4.51537 -0.072 0.036 0.063
H 6.26598 0.39270 6.08387 -0.076 -0.018 0.023
H 5.81892 -0.71574 7.37114 -0.157 0.010 -0.034
H 4.55613 0.00874 6.36935 0.061 0.011 -0.016
H 4.43331 -2.78406 4.06308 -0.023 0.053 0.035
H 3.81352 -1.16607 4.35686 -0.018 -0.044 0.062
H 3.05828 -2.06150 7.66089 -0.088 0.159 -0.040
H 3.22281 -4.39728 6.42763 -0.037 0.054 -0.024
H -0.55857 -0.13812 4.74088 -0.115 -0.081 0.178
H 1.83349 -0.43146 6.82131 0.296 -0.080 -0.226
C -0.71628 -1.38606 1.55937 0.057 -0.047 0.013
C -0.62205 -0.39360 0.49784 0.010 -0.023 -0.027
N -0.54835 0.38039 -0.34729 -0.073 0.090 -0.008
H -1.68489 -1.32300 2.05041 0.021 0.014 0.028
H -0.59541 -2.38353 1.13972 0.026 -0.006 0.029
H 0.05460 -1.22379 2.31084 -0.042 -0.030 0.036
C 0.02672 -4.24559 -1.82554 -0.012 0.046 0.108
C 1.35084 -4.38336 -1.23334 0.047 0.035 -0.079
N 2.41273 -4.49341 -0.81242 0.053 -0.035 -0.019
H -0.49957 -5.19650 -1.77987 -0.024 0.015 -0.030
H -0.55272 -3.49268 -1.29360 0.023 0.003 0.003
H 0.12015 -3.94742 -2.86642 -0.060 -0.013 -0.010
C -1.85223 3.71075 -0.88093 0.046 -0.116 0.061
C -2.19751 4.65484 0.17452 -0.021 0.054 -0.058
N -2.47977 5.41724 0.98532 -0.037 0.063 -0.032
H -0.95071 4.04136 -1.39331 -0.004 0.001 0.000
H -1.66654 2.72239 -0.46030 0.022 -0.004 -0.040
H -2.66749 3.64801 -1.59990 0.008 -0.006 -0.002
C -3.43834 7.60868 -2.07107 -0.041 -0.056 0.090
C -3.20348 6.93043 -3.33811 0.046 0.017 -0.005
N -3.01852 6.39232 -4.33524 -0.043 -0.032 -0.006
H -3.72225 6.88053 -1.31096 0.047 0.009 0.014
H -2.52670 8.10901 -1.74809 -0.008 0.001 -0.001
H -4.23577 8.34331 -2.17119 0.055 -0.015 -0.063
C -0.09092 -7.37021 -5.28991 0.022 -0.058 0.068
C -0.70918 -6.09246 -4.96430 0.002 0.046 -0.070
N -1.18590 -5.08004 -4.70882 -0.030 -0.030 -0.023
H 0.99350 -7.26822 -5.24244 -0.062 -0.022 -0.043
H -0.42523 -8.12600 -4.58064 0.014 -0.009 -0.014
H -0.37505 -7.67433 -6.29573 0.003 0.017 0.002
C 4.35857 -4.44173 -4.35885 -0.067 -0.055 0.003
C 3.60273 -5.45029 -5.09085 -0.054 0.082 -0.064
N 3.00602 -6.22481 -5.69277 0.047 -0.035 0.057
H 5.34074 -4.82620 -4.09953 -0.005 0.035 0.017
H 4.47617 -3.55491 -4.97857 0.024 0.005 0.024
H 3.83820 -4.17273 -3.44109 0.010 -0.017 0.040
C 9.08152 -5.15916 -2.82162 0.024 0.000 0.035
C 7.96155 -4.22635 -2.82992 0.000 -0.001 0.024
N 7.07613 -3.49711 -2.83490 0.031 0.020 -0.059
H 9.30691 -5.45289 -1.79809 0.001 -0.003 -0.006
H 8.82885 -6.04663 -3.39901 0.003 0.002 0.006
H 9.95930 -4.68685 -3.25866 -0.001 -0.007 0.004
C -4.68759 10.41651 1.12722 0.007 -0.026 0.023
C -5.13259 10.28538 -0.25439 -0.029 0.039 0.000
N -5.48071 10.18199 -1.34287 -0.007 0.011 0.021
H -3.94138 9.65498 1.34889 -0.006 0.001 0.004
H -4.25183 11.40159 1.28245 0.000 -0.007 0.004
H -5.53335 10.28818 1.79999 0.008 0.002 0.002
C -6.33958 5.48282 -4.54443 -0.006 -0.025 -0.031
C -7.34186 4.61205 -3.94341 -0.049 0.053 0.010
N -8.14866 3.94652 -3.47190 -0.004 -0.082 0.039
H -5.33567 5.12905 -4.32118 -0.002 0.002 -0.008
H -6.47207 5.50055 -5.62469 0.021 0.013 0.002
H -6.45301 6.49427 -4.15777 0.015 -0.003 -0.002
C -9.59771 1.36786 -1.66325 -0.025 0.039 -0.015
C -10.44536 0.33499 -1.07951 0.029 -0.026 0.006
N -11.11240 -0.47899 -0.62228 -0.030 -0.007 0.006
H -10.18200 2.26544 -1.85356 0.044 0.015 -0.022
H -8.78447 1.61586 -0.98440 -0.003 -0.001 -0.004
H -9.17711 1.02256 -2.60505 0.003 0.017 0.002
```
Forces are in eV/Å.

Calculated values
E_LUMO in Ha: 0.05524
Electronic energy in eV: -99684.3856
HOMO energy in eV: -5.04
Kohn-Sham gap in Eh: 0.2403
Max |F| in eV Å⁻¹: 0.5
Charge: -1

Atomic partial charges in e from the Löwdin method, atoms 1 to 2: -0.12 -0.53

---

The following is a DFT calculation (ωB97M-V/def2-TZVPD) of a molecular structure, C24H43BN10PbSi4Te.

Structure (XYZ):
```
84
Properties=species:S:1:pos:R:3:forces:R:3
Pb -3.12515 0.71446 1.69149 -1.526 0.905 -0.059
C -3.42289 4.21726 -1.11286 0.032 -0.850 0.528
C -3.41662 3.50900 0.10463 0.611 0.567 -0.995
N -3.11038 2.23013 -0.12003 -0.891 -0.824 0.223
N -3.10272 2.01779 -1.48069 1.013 0.656 0.669
C -3.18870 3.24830 -2.07376 -0.258 -0.389 0.244
B -2.97675 0.59601 -2.15913 -1.110 0.910 -1.491
N -1.46786 0.00755 -2.21163 1.071 0.711 0.627
C -0.62510 -0.06875 -3.29180 -1.104 -0.390 0.378
C 0.14039 -1.22560 -3.19665 0.089 -0.365 1.185
C -0.12553 -1.72688 -1.90646 0.370 0.521 -1.962
N -1.01173 -0.93670 -1.30795 -1.182 -0.578 1.002
N -3.97897 -0.41156 -1.48388 0.083 -1.239 0.583
C -4.79164 -1.34068 -2.08039 -0.138 0.295 0.506
C -5.50636 -2.03867 -1.10383 1.361 1.144 0.037
C -5.01195 -1.54218 0.11223 0.256 0.085 -1.158
N -4.08550 -0.59874 -0.11982 0.215 0.451 -0.111
N -3.52474 0.86455 -3.62150 -0.719 -0.175 0.113
C -4.81609 1.27168 -3.91714 0.151 -0.214 -0.248
C -5.02458 1.20140 -5.28256 0.624 0.061 0.972
C -3.79729 0.73748 -5.77464 0.793 -0.118 0.886
N -2.91479 0.54394 -4.78893 0.318 -0.430 -0.520
H -3.58053 5.27167 -1.24594 -0.026 0.020 -0.116
H -3.58500 3.90604 1.09659 0.170 -0.149 0.010
H -3.08295 3.37370 -3.14082 -0.167 -0.186 0.047
H -0.66422 0.69797 -4.05272 -0.325 -0.417 -0.155
H 0.79176 -1.69155 -3.92355 -0.043 0.353 0.039
H 0.23273 -2.62141 -1.43863 0.225 -0.122 0.269
H -4.82938 -1.45390 -3.15508 -0.023 0.214 0.077
H -6.25703 -2.77166 -1.23972 -0.426 -0.516 -0.184
H -5.28167 -1.84494 1.11115 0.032 0.105 0.107
H -5.50354 1.54673 -3.14729 -0.207 0.164 0.341
H -5.88317 1.47812 -5.86346 -0.216 -0.012 0.136
H -3.51611 0.53002 -6.79198 0.099 0.026 -0.062
C 1.61691 -3.34801 3.67504 -0.016 0.305 -0.420
Si 2.25259 -3.25224 1.87003 0.706 -3.732 2.514
C 1.28882 -4.56455 0.87012 -0.519 0.649 -0.904
C 4.07674 -3.83607 1.89893 0.008 1.116 -0.981
Si 1.94807 -1.13032 1.04939 -0.846 1.245 -1.635
Te -0.87553 -0.98973 0.86420 1.816 -0.388 -1.937
Si 3.26873 -0.94175 -1.00863 1.012 0.052 -1.849
C 5.05747 -0.76560 -0.43811 0.033 0.110 0.468
C 2.86765 0.60475 -2.02282 -0.474 -0.006 0.477
C 3.28841 -2.46460 -2.17719 -0.414 -0.214 0.863
Si 2.63942 0.57146 2.69811 1.284 1.316 2.339
C 1.49811 0.87796 4.15815 -0.851 -0.436 -0.720
C 4.23536 -0.14985 3.41452 -0.086 -0.755 -0.625
C 3.08754 2.23047 1.90304 -0.427 -0.379 -0.776
H 1.52679 -4.41026 3.97365 0.129 0.409 -0.269
H 0.62954 -2.89426 3.79990 -0.029 -0.069 0.017
H 2.29052 -2.85420 4.38383 -0.025 -0.091 -0.134
H 1.30499 -5.55271 1.37450 0.228 0.680 0.092
H 1.70703 -4.71098 -0.14077 -0.049 0.062 0.361
H 0.23142 -4.27408 0.73569 0.309 -0.216 0.125
H 4.15387 -4.78450 2.44596 -0.270 0.228 0.016
H 4.74498 -3.09008 2.35360 -0.140 -0.336 0.048
H 4.45254 -4.00655 0.86905 -0.205 0.008 0.507
H 5.23656 0.19060 0.07229 0.037 -0.223 -0.078
H 5.72047 -0.79374 -1.32858 -0.542 0.019 0.289
H 5.38395 -1.57974 0.21758 0.003 0.105 -0.046
H 3.26509 1.49742 -1.52975 0.023 -0.064 -0.126
H 1.79258 0.75046 -2.15469 0.095 0.044 -0.030
H 3.31166 0.51564 -3.02474 0.025 -0.067 0.331
H 3.97381 -3.22562 -1.77204 -0.250 0.177 -0.069
H 3.63736 -2.24192 -3.19668 -0.130 0.319 0.396
H 2.29150 -2.91082 -2.24317 0.241 -0.153 -0.194
H 1.31403 -0.04837 4.70531 0.100 0.048 0.144
H 0.51928 1.25944 3.83711 0.170 -0.007 0.098
H 1.92288 1.62551 4.83665 0.221 -0.147 -0.175
H 4.04839 -1.00661 4.07110 -0.037 0.145 -0.050
H 4.73837 0.62367 4.01058 -0.255 0.075 -0.153
H 4.94374 -0.48379 2.64367 -0.075 0.151 0.167
H 2.28406 2.63906 1.29001 0.048 0.112 -0.010
H 3.97506 2.15743 1.27567 0.045 -0.055 -0.008
H 3.29834 2.95663 2.70251 -0.121 -0.407 0.087
N -1.97945 3.45471 3.50390 0.369 -0.200 0.560
C -1.17790 4.54367 3.51152 -0.081 -0.184 -0.413
C -0.21757 4.34374 2.53993 -0.093 -0.519 -0.314
C -0.49866 3.07149 1.99377 -0.425 0.700 0.999
N -1.52982 2.50945 2.63909 -0.077 0.319 -0.564
H -2.68207 3.22756 4.21361 0.431 0.097 -0.508
H -1.36974 5.38653 4.15735 0.029 -0.082 0.043
H 0.58000 4.99952 2.24011 -0.072 0.168 0.051
H -0.02983 2.58316 1.15442 -0.001 -0.144 0.074
```
Forces are in eV/Å.

Calculated values
E_LUMO (spin up / spin down) in Ha: -0.36572 / -0.47379
Electronic energy in eV: -85190.7746
HOMO energy (spin up / spin down) in eV: -15.46 / -15.46
ΔE to the lowest compared entry with this formula, charge and spin in kcal per mole: 0.0
Kohn-Sham gap (spin up / spin down) in Eh: 0.2026 / 0.0944
Max |F| in eV Å⁻¹: 4.6
Charge: +3
2S+1: 2
<S²>: 0.756

Atomic partial charges in e from the Löwdin method, atoms 1 to 2: 1.12 0.00